{"formula": "C17H62N20O14", "method": "wB97M-V/def2-TZVPD", "gap_ev": 8.0, "de_lowest_ev": 0.000, "total_charge": 0, "e_tot_ev": -77099.2617, "elements": ["O", "O", "O", "O", "O", "O", "O", "O", "O", "O", "O", "O", "O", "O", "N", "N", "N", "N", "N", "N", "N", "N", "N", "N", "N", "N", "N", "N", "N", "N", "N", "N", "N", "N", "C", "C", "C", "C", "C", "C", "C", "C", "C", "C", "C", "C", "C", "C", "C", "C", "C", "H", "H", "H", "H", "H", "H", "H", "H", "H", "H", "H", "H", "H", "H", "H", "H", "H", "H", "H", "H", "H", "H", "H", "H", "H", "H", "H", "H", "H", "H", "H", "H", "H", "H", "H", "H", "H", "H", "H", "H", "H", "H", "H", "H", "H", "H", "H", "H", "H", "H", "H", "H", "H", "H", "H", "H", "H", "H", "H", "H", "H", "H"], "xyz": [[3.36, 1.23, 1.76], [-3.46, 0.10, -1.38], [3.12, 2.23, -1.05], [-2.02, -2.57, 0.46], [-1.31, 0.21, -4.80], [0.05, 5.23, 2.09], [2.33, -3.82, 3.12], [0.90, 1.86, -3.45], [0.54, -3.04, -1.60], [3.20, -2.93, -1.77], [-2.17, 0.38, 4.14], [-2.97, 3.70, -1.40], [0.71, 0.91, 3.98], [-0.33, 0.66, -1.07], [2.74, 4.53, -0.41], [-0.46, -5.27, -1.64], [-1.96, 2.07, -2.76], [1.13, 0.87, 6.37], [-3.48, -1.27, 3.11], [1.98, -1.55, 2.56], [-3.79, 2.92, -3.50], [-0.95, 4.55, 0.05], [0.31, 1.10, 1.14], [-1.09, 3.28, 1.76], [-2.58, -3.78, 2.40], [0.90, -0.80, 0.32], [-1.37, -3.65, -2.88], [-1.56, -0.72, 2.17], [0.26, -2.66, 3.36], [-0.02, -0.90, -3.18], [-1.69, -4.92, 0.74], [0.66, -0.98, 5.38], [1.05, 3.39, -1.09], [-0.67, -1.98, -4.99], [-0.68, 4.36, 1.27], [0.81, 0.32, 5.21], [3.83, -0.67, -1.17], [1.54, -2.70, 3.01], [3.95, 2.42, 2.16], [-3.74, -1.27, -3.36], [-2.92, 2.90, -2.54], [1.39, 2.81, -4.33], [-3.22, -1.21, -1.86], [-0.41, -4.00, -2.03], [3.81, -2.12, -0.75], [2.32, 3.37, -0.77], [-2.36, -0.54, 3.15], [-0.59, -0.91, -4.34], [0.31, 0.31, 0.13], [2.91, 3.31, 2.87], [-2.09, -3.75, 1.19], [3.35, 4.27, 3.19], [3.51, -2.39, 0.27], [0.70, 2.62, -1.65], [-4.78, -1.33, -3.57], [4.17, -0.01, -0.34], [-1.22, -2.80, -3.46], [0.33, -1.74, -2.79], [1.64, 1.24, -3.30], [2.33, 3.20, -4.02], [2.21, 5.32, -0.16], [3.73, 4.62, -0.05], [0.78, 3.67, -4.51], [0.57, -1.48, -0.36], [0.93, 0.87, 1.91], [-2.85, 0.66, -1.82], [1.50, -0.68, 2.79], [0.23, 3.81, -0.57], [-0.19, 2.05, 1.25], [-4.58, 3.65, -3.30], [4.54, -0.52, -1.93], [2.83, 1.34, 0.95], [-1.04, 3.28, 2.84], [-2.87, -2.92, 2.81], [-1.96, 2.76, 1.41], [-2.40, -3.98, -2.94], [-4.15, -1.06, 3.86], [-3.44, -0.44, -3.98], [-0.15, -3.58, 3.74], [0.02, -2.75, -4.74], [0.44, -1.59, 4.57], [1.53, 2.32, -5.29], [-0.58, 5.46, -0.29], [4.85, -2.34, -0.74], [2.76, -0.35, -1.44], [-1.10, -6.03, -1.87], [-3.38, -2.18, -3.81], [-1.24, 2.03, -2.09], [-1.37, -2.15, -5.76], [1.39, -1.13, 1.22], [-4.02, 2.08, -3.98], [2.32, 2.92, 3.72], [-0.03, -0.05, -2.61], [-0.94, 0.13, 1.91], [4.19, 3.00, 1.29], [2.23, -2.94, -1.66], [-1.14, -4.80, -0.18], [-1.82, -1.35, 1.39], [-4.02, -1.37, 2.23], [4.88, 2.33, 2.72], [-2.15, -1.39, -1.77], [-0.41, -1.96, 2.92], [2.09, 3.53, 2.21], [0.49, -5.54, -1.34], [-1.84, 1.50, -3.59], [-1.49, -5.73, 1.34], [-2.54, -4.56, 3.06], [1.13, 1.94, 6.37], [-1.73, 4.10, -0.53], [3.07, -1.44, 2.61], [0.59, -1.42, 6.25], [1.47, 0.30, 7.19], [-3.63, -2.00, -1.31]], "lowdin_charge": [-0.10, -0.07, -0.14, -0.11, -0.16, -0.13, -0.10, -0.16, -0.14, -0.11, -0.10, -0.12, -0.12, -0.15, 0.18, 0.13, 0.19, 0.14, 0.11, 0.13, 0.18, 0.13, 0.15, 0.14, 0.17, 0.22, 0.17, 0.15, 0.11, 0.21, 0.16, 0.16, 0.16, 0.14, -0.68, -0.58, -0.10, -0.60, -0.31, -0.05, -0.58, -0.15, -0.28, -0.47, -0.32, -0.58, -0.63, -0.63, -0.58, -0.08, -0.55, 0.08, 0.10, 0.06, 0.05, 0.07, 0.04, 0.05, 0.10, 0.07, 0.10, 0.15, 0.08, 0.08, 0.06, 0.00, 0.07, 0.03, 0.09, 0.18, 0.06, 0.04, 0.19, 0.04, 0.19, 0.17, 0.13, 0.04, 0.17, 0.16, 0.03, 0.08, 0.16, 0.09, 0.07, 0.14, 0.03, 0.05, 0.18, 0.06, 0.10, 0.06, 0.06, 0.11, 0.07, 0.00, 0.06, 0.04, 0.15, 0.11, 0.07, 0.09, 0.03, 0.16, 0.07, 0.13, 0.14, 0.15, 0.07, 0.20, 0.09, 0.14, 0.07]}

---

{"formula": "C17H65NNbO14S", "method": "wB97M-V/def2-TZVPD", "gap_ev": 6.8, "total_charge": -1, "e_tot_ev": -61212.0406, "elements": ["Nb", "S", "O", "O", "O", "O", "O", "O", "O", "O", "O", "O", "O", "O", "O", "O", "N", "C", "C", "C", "C", "C", "C", "C", "C", "C", "C", "C", "C", "C", "C", "C", "C", "C", "H", "H", "H", "H", "H", "H", "H", "H", "H", "H", "H", "H", "H", "H", "H", "H", "H", "H", "H", "H", "H", "H", "H", "H", "H", "H", "H", "H", "H", "H", "H", "H", "H", "H", "H", "H", "H", "H", "H", "H", "H", "H", "H", "H", "H", "H", "H", "H", "H", "H", "H", "H", "H", "H", "H", "H", "H", "H", "H", "H", "H", "H", "H", "H", "H"], "xyz": [[0.37, 0.40, -1.31], [1.53, -1.78, -0.57], [5.86, 0.33, -0.64], [0.93, -2.12, 0.78], [-3.29, 7.29, -2.85], [-3.06, -5.10, 0.79], [6.90, -3.19, -1.56], [1.20, -2.90, -1.52], [-4.62, 4.95, 2.77], [-2.15, 4.82, 6.10], [9.44, -3.08, -0.39], [-4.00, -2.81, 4.97], [-2.98, -8.21, -1.44], [-2.98, 3.66, -1.25], [-4.60, 9.64, -1.42], [9.47, -1.89, -3.68], [-3.90, -2.83, -1.37], [-2.96, 6.12, -3.60], [-2.24, -4.75, 1.90], [-5.45, 9.07, -0.43], [-2.78, 0.42, -0.44], [-5.18, -3.20, 4.27], [-4.08, -1.84, -0.28], [10.01, -2.89, 0.89], [7.21, -4.34, -2.35], [-3.86, 3.97, 3.47], [6.85, -0.37, 0.09], [-3.22, -7.23, -2.46], [-3.54, 4.61, -0.35], [-4.00, -0.43, -0.91], [3.33, -1.61, -0.30], [-1.15, 4.11, 6.83], [-1.47, -0.41, -0.24], [8.83, -1.59, -4.91], [-6.19, 9.82, -0.15], [-5.07, -2.00, 0.18], [-3.34, -9.04, -1.75], [-5.26, -2.61, 3.37], [-2.55, -5.33, 2.78], [-2.79, 6.39, -4.65], [8.38, -2.50, -5.34], [-1.21, -0.38, 0.84], [7.84, 0.04, -0.12], [-3.75, 3.10, 2.83], [-5.96, 8.19, -0.82], [-1.19, -4.95, 1.67], [-5.12, -4.26, 4.00], [8.05, -0.84, -4.76], [-3.95, 8.97, -1.65], [1.91, 0.88, -2.22], [8.80, -2.23, -3.08], [-1.18, 3.07, 6.51], [7.36, -4.04, -3.39], [-4.09, 7.66, -3.22], [-3.77, 5.40, -3.53], [-0.16, 4.51, 6.62], [-4.55, 4.29, -0.08], [5.88, 1.25, -0.36], [8.12, -4.79, -1.96], [-4.10, -0.50, -2.00], [6.39, -5.06, -2.29], [-2.95, -2.74, -1.72], [-3.94, -3.35, 5.76], [11.08, -2.68, 0.77], [-2.37, -3.69, 2.11], [-2.87, 4.36, 3.72], [6.10, -2.80, -1.91], [3.67, -2.52, 0.21], [-0.22, -0.40, -2.85], [6.82, -1.41, -0.22], [-2.05, 5.69, -3.19], [3.48, -0.75, 0.37], [-3.02, 0.99, 0.46], [6.65, -0.31, 1.16], [-4.30, -7.13, -2.63], [-1.55, -1.47, -0.52], [-2.10, 3.97, -1.47], [-4.38, 3.67, 4.39], [1.02, 1.30, 0.14], [8.50, -3.27, -0.26], [-4.90, 0.12, -0.58], [3.86, -1.50, -1.25], [-1.36, 4.16, 7.90], [-4.87, 8.80, 0.46], [9.54, -2.04, 1.40], [-2.93, 4.68, 0.55], [-2.94, -6.03, 0.62], [-3.60, 5.60, -0.83], [-2.11, 5.74, 6.39], [9.57, -1.20, -5.60], [-4.71, 5.71, 3.34], [-0.44, 1.92, -1.90], [-2.73, -7.53, -3.39], [-3.33, -2.02, 0.51], [-6.06, -3.03, 4.89], [9.90, -3.79, 1.51], [-2.59, 1.15, -1.23], [-2.82, -6.28, -2.13], [-3.97, -3.76, -0.98]], "lowdin_charge": [1.06, 0.35, -0.13, -0.52, -0.15, -0.14, -0.16, -0.51, -0.14, -0.13, -0.14, -0.13, -0.13, -0.15, -0.13, -0.12, -0.01, -0.14, -0.14, -0.16, -0.30, -0.16, -0.30, -0.15, -0.12, -0.15, -0.15, -0.15, -0.15, -0.20, -0.25, -0.15, -0.41, -0.16, 0.07, 0.10, 0.06, 0.08, 0.07, 0.08, 0.07, 0.04, 0.08, 0.08, 0.08, 0.08, 0.07, 0.08, 0.03, -0.18, 0.04, 0.08, 0.07, 0.07, 0.08, 0.08, 0.08, 0.08, 0.08, 0.10, 0.09, 0.06, 0.06, 0.08, 0.07, 0.06, 0.09, 0.05, -0.14, 0.05, 0.08, 0.04, 0.09, 0.08, 0.08, 0.02, 0.05, 0.07, -0.16, 0.04, 0.09, 0.03, 0.07, 0.08, 0.07, 0.07, 0.06, 0.06, 0.07, 0.07, 0.06, -0.16, 0.07, 0.08, 0.07, 0.08, 0.03, 0.08, 0.03]}

---

| no. | HOMO level (hartree) |
| --- | --- |
| 1 | -0.3069 |
| 2 | -0.1807 |